No. 1
Entry from the OMol25 dataset: a molecular structure, CH7NO (ωB97M-V/def2-TZVPD).

As for the charge: +1. Its spin multiplicity is 2. The calculation puts the energy above the lowest of the compared OMol25 structures with the same formula, charge and spin at 86.8 kcal per mole. The expectation value of S² is 0.7560. The value obtained for the HOMO energy (spin up / spin down) is -16.86 / -15.98 eV.

Last column: Löwdin spin population.
Element x y z (Å)
1 H -0.961891 0.177875 -0.253195  0.00
2 H 1.281822 -2.449149 -0.145752  0.02
3 H -0.768482 2.317112 0.020565  0.01
4 H 0.631022 1.371164 0.384556  0.01
5 H 1.094802 -0.770698 -0.396952  0.02
6 H -0.277240 -1.770959 -0.153082  0.02
7 O -0.449502 0.412054 -1.053406  0.17
8 C -0.443395 1.316046 0.273045  0.02
9 H -0.825544 1.016462 1.256906  0.00
10 N 0.718412 -1.619909 0.067314  0.74

Atomic forces in eV per Å
H -2.30 -3.15 -1.14
H 0.01 -0.07 0.43
H -0.41 -0.08 -0.29
H 0.27 0.43 0.49
H -0.30 0.26 0.83
H 0.22 0.08 0.75
O -0.51 1.04 2.17
C 3.60 2.89 -0.63
H -0.76 -0.95 -0.67
N 0.19 -0.43 -1.95



No. 2
Entry from the OMol25 dataset: C22H13Cl2FN4O3 in the gas phase (ωB97M-V/def2-TZVPD).

The SMILES is O=C(O)c1cc(NC(=O)c2cc(-c3ncccc3F)c(Cl)cc2Cl)n(-c2ccccc2)n1. The value obtained for the HOMO energy is -9.01 eV.

Last column: Löwdin charge in e.
Element x y z (Å)
1 Cl 1.642051 4.375095 3.493235  0.70
2 H 0.821343 -0.183144 -0.756000  0.12
3 C 1.737551 2.679274 2.882253  -0.50
4 C 1.445197 -5.609256 -2.307629  -0.38
5 C -2.788147 -0.428516 -3.607829  -0.05
6 C -0.783079 2.594220 2.937779  -0.17
7 C 0.051837 -0.120375 -3.261571  -0.04
8 C 1.434970 -3.486035 -0.950003  0.05
9 C -2.387833 3.547021 4.582632  -0.04
10 H -0.262198 0.392745 1.279887  0.14
11 H -2.607102 3.794417 5.659556  0.15
12 C -0.667208 0.953898 -3.839466  -0.06
13 C 1.890044 0.316241 1.468981  -0.10
14 O 2.685428 -1.838304 1.202130  0.05
15 H 3.889591 2.720083 2.905117  0.14
16 H -0.134021 1.851033 -3.958549  0.08
17 C -3.332958 3.523481 3.661459  -0.10
18 N 0.014807 -2.361973 -2.264936  -0.06
19 H -4.425156 3.897129 3.796850  0.14
20 C -0.619082 -1.279388 -2.856518  -0.24
21 C 0.590820 0.935034 1.751316  0.07
22 C 0.936114 -2.206427 -1.145660  -0.10
23 H 1.148311 -0.031657 -3.166415  0.12
24 C -2.004604 -1.500981 -3.055833  -0.01
25 H -2.616228 1.577954 -4.540810  0.07
26 C 0.563096 2.057246 2.533070  -0.20
27 N 1.278602 -1.009362 -0.414143  0.17
28 C -3.013128 3.228725 2.331646  -0.11
29 H -3.822604 -0.658951 -3.832044  0.09
30 H 1.761841 -6.945006 -3.577143  0.07
31 H -2.567031 -2.483999 -2.927853  0.13
32 Cl 4.572450 0.353971 1.663162  0.82
33 O 2.132156 -6.152000 -1.429113  0.07
34 C -2.089520 0.782659 -4.071903  -0.04
35 C 0.879093 -4.275225 -1.963344  -0.22
36 C 2.963382 2.152881 2.572694  -0.16
37 N -1.771583 2.746845 2.008762  0.11
38 N -0.011799 -3.654649 -2.757040  0.19
39 H 2.283058 -3.732989 -0.249174  0.14
40 C -1.115045 3.094399 4.257857  -0.16
41 O 1.174405 -6.241486 -3.517609  0.12
42 C 2.053998 -0.889699 0.698854  -0.46
43 H -3.722232 3.447244 1.529388  0.11
44 F -0.282736 2.994579 5.394663  -0.01
45 C 3.073150 1.073248 1.839293  -0.64

Atomic forces in eV per Å
Cl 0.38 -1.44 -0.22
H -0.06 0.30 0.04
C -0.52 1.88 0.40
C 0.74 -2.26 1.98
C 3.24 0.26 -0.89
C -1.79 1.89 1.41
C -0.38 0.40 -0.06
C 1.54 1.00 0.93
C 1.91 -0.44 3.30
H 0.34 0.87 1.00
H 0.42 -0.19 -1.33
C -2.54 -2.84 0.93
C -0.62 4.59 0.43
O -0.86 1.48 -1.42
H -1.30 -0.83 -0.51
H 0.26 1.10 -0.76
C -4.48 1.50 -3.20
N 2.98 -0.09 2.59
H 2.12 -0.73 0.27
C -2.17 -0.48 -0.89
C 2.80 -3.22 -1.70
C -0.18 -1.66 -0.84
H -0.69 -0.20 0.14
C -1.62 1.74 -1.19
H -0.51 0.45 -0.22
C -2.22 0.72 0.45
N -1.43 -0.90 -2.20
C 2.29 -0.73 0.47
H -0.01 0.53 0.03
H 1.77 -2.32 0.04
H 1.41 1.37 0.34
Cl 1.69 -0.31 -0.53
O -1.07 0.81 -2.41
C 1.21 -1.92 1.85
C -0.72 -0.42 -1.92
C 1.69 4.48 2.17
N -0.39 0.23 0.35
N 1.40 1.59 1.52
H -1.46 0.17 -0.97
C 1.01 -1.23 0.50
O -1.62 3.93 1.64
C 0.20 -4.00 1.44
H 0.36 -0.50 0.13
F -0.68 0.04 -2.21
C -2.44 -4.63 -0.89



No. 3
Entry from the OMol25 dataset: a molecular structure, C33H50N3O14P2RuS (ωB97M-V/def2-TZVPD).

As for the charge: -2. Its spin multiplicity is 6. The expectation value of S² is 8.8136. The value obtained for the HOMO energy (spin up / spin down) is -3.07 / -3.36 eV.

Last column: Löwdin spin population.
Element x y z (Å)
1 H 3.718120 4.702910 -2.500313  0.00
2 N -2.200625 0.283692 -1.747389  0.23
3 C -0.940169 -1.310612 0.902065  -0.01
4 O 0.355279 -0.209589 -4.009404  0.13
5 H 1.459841 4.745348 -0.868939  0.00
6 H -0.220745 -2.621157 3.625883  0.00
7 C -3.537424 -3.415871 2.794900  0.01
8 C 2.839034 2.537086 -0.028533  0.01
9 C 3.352121 2.073576 1.130626  0.03
10 H -1.315179 -4.075258 -3.128984  0.00
11 H -2.092563 3.596909 -2.047235  0.00
12 C -2.557746 -1.201533 3.450875  0.00
13 H 4.748361 4.446383 0.856390  0.00
14 H -3.611269 2.923828 1.498390  0.00
15 O -0.287940 1.576280 -5.669570  0.00
16 C 0.197843 -2.660961 -0.802113  0.06
17 C 1.978547 0.079296 1.161702  0.03
18 P 0.894438 0.549619 -5.193656  0.01
19 O -4.541898 -0.400572 1.258470  0.00
20 C -4.116200 3.894217 -0.431093  0.00
21 C 4.609691 -0.730300 2.573733  0.00
22 O -4.348277 0.524650 -1.152841  0.02
23 H -1.097436 4.525094 -0.920120  0.00
24 C 4.523919 1.397158 3.824731  0.00
25 H 0.610098 -6.851047 -1.504572  0.00
26 H 4.829835 0.925966 4.726533  0.00
27 H -0.793326 2.131151 -0.407661  0.01
28 H -1.960994 -6.303563 -0.104724  0.00
29 C -1.966230 3.907943 -0.967591  0.00
30 H -3.276884 -0.600163 2.912512  0.00
31 O -1.032030 2.205265 -3.443004  0.09
32 H 4.523140 3.201692 -2.540414  0.00
33 C 3.511190 3.667395 -2.235689  0.00
34 H 4.958408 -1.207816 3.462807  0.00
35 H -0.722952 -4.154812 3.006710  0.00
36 C -3.930907 2.605022 0.475332  0.01
37 O -1.972250 3.402609 -5.516019  0.00
38 H 5.430113 1.737576 3.145190  0.00
39 C 0.620210 -5.917224 -0.875704  0.01
40 H 0.399656 -4.130162 -3.015113  0.00
41 C -1.119259 -3.235839 3.593890  0.02
42 C -1.770920 -5.940063 -1.136785  0.00
43 C 4.736533 4.145041 -0.198879  0.00
44 H -1.706730 -0.589848 3.542455  0.00
45 H 1.584603 -5.472652 -0.954398  0.00
46 C -0.460936 -4.745692 -2.840115  0.01
47 C 2.365945 4.914124 -0.328323  0.00
48 H -4.139061 -3.111989 1.963409  0.00
49 H -1.028439 -0.280743 1.377271  0.00
50 H -1.541668 -6.788693 -1.807756  0.00
51 H 4.184885 -1.553555 2.004537  0.00
52 H 1.852134 -0.872024 1.608280  0.00
53 H 5.575922 3.492203 -0.429793  0.00
54 O -2.633545 1.084888 -4.951682  0.00
55 N 0.488398 -0.244629 -0.762714  0.24
56 S -5.082534 -0.605153 -0.090090  0.00
57 C 2.914686 0.939238 1.761383  0.01
58 H 4.098795 2.546784 1.769897  0.00
59 C -0.537540 -5.044490 -1.333871  0.01
60 C -1.727653 2.707718 -0.142455  0.04
61 C -2.275273 -2.555777 2.748743  0.03
62 C 1.930567 1.680257 -0.681159  0.03
63 H -2.699755 -5.437269 -1.526133  0.00
64 C 3.361815 3.806060 -0.750188  0.00
65 C -3.051504 0.865486 -1.046441  0.08
66 C -0.631584 -3.828387 -0.422658  0.10
67 C -1.611101 -2.436719 1.422670  0.24
68 O -2.996265 4.716600 -0.535377  0.00
69 H 1.903432 -0.863287 3.761694  0.00
70 H -2.020718 -4.484774 0.936975  0.00
71 Ru -0.379516 0.791840 -2.179676  2.78
72 O -4.585852 -1.774896 -0.730983  0.00
73 O 1.986193 1.561378 -4.650132  0.00
74 H 0.607440 -6.323737 0.121524  0.00
75 C 1.504902 0.462851 -0.090547  0.02
76 C -0.106846 -1.340239 -0.189973  0.21
77 H -3.463464 -4.517266 2.746423  0.00
78 H -0.443072 -5.711829 -3.390872  0.00
79 O -6.475245 -0.349359 -0.260357  0.00
80 N -2.830897 1.828783 -0.029038  0.04
81 H 4.037009 2.295140 4.209410  0.00
82 C 3.645000 0.397908 3.049541  0.00
83 H 5.461227 -0.301415 2.029458  0.00
84 H -4.079953 -3.203241 3.708729  0.00
85 H -2.687378 0.498020 -4.161601  0.00
86 H -1.436066 3.139600 0.852983  0.00
87 H 3.080665 -0.383772 4.909094  0.00
88 O 1.230714 -0.174263 -6.455573  0.01
89 O 1.243627 1.938229 -1.741512  0.15
90 H 1.951160 0.801597 4.318032  0.00
91 C 2.529273 -0.046942 4.042332  0.00
92 C -1.444401 -3.663011 0.640232  0.00
93 H -1.375290 -3.557270 4.585198  0.00
94 H 2.626716 3.300533 -2.811447  0.00
95 H -4.900910 4.510481 0.095392  0.00
96 P -1.502801 2.152048 -4.892954  0.01
97 H 2.166623 4.861989 0.768989  0.00
98 O 1.108448 -2.732936 -1.690964  0.30
99 H 2.042126 1.674753 -3.696041  0.00
100 H -4.875882 2.087215 0.629819  0.00
101 H 2.757050 5.873037 -0.431389  0.00
102 H -2.868150 -1.362179 4.552265  0.00
103 H -4.443365 3.522633 -1.424975  0.00
104 H 4.920882 5.087478 -0.679942  0.00

Atomic forces in eV per Å
H -0.31 0.31 -0.73
N 2.01 -0.52 -1.48
C -0.50 1.89 1.44
O -0.26 -0.42 1.05
H -0.76 0.26 -0.30
H -0.14 0.45 0.18
C -0.09 -0.31 -0.18
C 0.02 -0.10 -3.12
C 0.82 -0.02 2.67
H 0.46 -0.95 0.09
H -0.12 0.40 0.89
C -1.09 -0.89 1.21
H -0.14 -0.55 -0.01
H -0.25 -0.01 -0.61
O 0.96 -0.41 -0.75
C 1.05 0.42 -1.64
C 1.49 1.53 -0.44
P -0.83 -0.69 -2.41
O -0.47 0.58 -1.07
C -2.24 -0.59 1.57
C -0.48 0.32 0.49
O -0.84 0.78 0.54
H 0.92 0.37 -0.16
C 0.99 1.08 -2.18
H 0.24 0.80 0.24
H 0.92 -0.69 0.62
H -0.94 0.83 -0.02
H 0.29 0.21 -0.61
C 1.22 -0.10 -2.97
H -0.47 -0.14 0.04
O 0.48 0.08 1.85
H -1.83 -0.04 0.52
C 1.17 0.33 -1.42
H 0.77 -0.39 0.82
H -0.88 1.13 1.06
C -0.06 1.77 0.57
O 0.17 -0.11 0.31
H -1.58 -0.70 1.66
C 0.45 -1.63 -1.14
H 0.57 -0.17 -0.46
C 0.83 -1.54 -2.07
C -0.91 0.02 -0.75
C 0.01 1.37 0.36
H 1.53 0.59 -0.10
H 0.76 0.64 -0.44
C -0.73 0.60 0.33
C 0.17 -1.78 1.26
H -0.71 0.19 -0.47
H -0.22 -1.45 -0.46
H -0.57 -0.01 0.49
H -0.43 0.34 -0.36
H -0.74 -0.77 0.15
H -0.30 -0.38 0.03
O -1.29 -1.83 0.71
N 0.56 1.67 -0.13
S 1.33 -0.57 0.25
C 0.31 -1.81 0.90
H -0.04 0.68 -0.91
C -0.90 -0.71 1.49
C 2.68 -0.34 1.76
C 1.28 0.08 2.21
C -0.51 -1.01 1.87
H 0.80 -0.44 0.47
C -0.55 -1.60 2.43
C -1.07 0.69 2.26
C 0.91 1.69 -1.16
C 1.10 -0.65 -2.38
O -0.76 -0.14 0.70
H -0.47 -0.45 -0.61
H -0.91 -1.03 0.47
Ru -0.78 0.05 -0.65
O 0.19 -1.62 -0.04
O 0.96 0.32 -0.53
H -0.71 0.25 0.75
C -0.21 -0.81 1.28
C -0.20 -2.71 0.13
H 0.61 0.45 -0.08
H -0.10 0.77 0.16
O -0.62 0.76 0.07
N -0.76 -1.23 -0.99
H -0.40 0.13 -0.54
C -1.24 0.24 -1.39
H -0.29 -0.11 0.06
H -0.11 0.13 0.19
H 0.11 0.44 -0.63
H -0.48 -0.74 -0.22
H -0.06 -0.20 0.70
O 0.54 0.63 1.55
O -0.35 1.30 -2.55
H -0.63 0.69 0.16
C 2.12 -0.31 -0.04
C -0.12 1.29 0.58
H -0.46 0.00 0.56
H 1.03 0.36 0.67
H 0.46 -0.56 -0.91
P -0.38 1.99 -0.89
H -0.02 -0.36 -0.72
O -1.36 0.15 1.93
H -0.33 -0.22 0.27
H 0.23 -0.17 -0.47
H 0.64 1.86 -0.90
H 0.11 0.00 -1.74
H 0.00 0.38 0.30
H 0.71 0.68 -0.47



| no. | maximum force (eV/A) | E (eV) |
| --- | --- | --- |
| 1 | 4.65 | -4675.25947 |
| 2 | 5.70 | -62887.61988 |
| 3 | 3.22 | -100169.05445 |